[1]
C3H6N2O2S in the gas phase at a distorted geometry, computed with ωB97M-V with the def2-TZVPD basis set.

Output
2S+1: 1
HOMO-LUMO gap: 0.34822 Ha
LUMO level: 0.74 eV
Structure (SMILES): C/C(=N\O)O/C=N\S

Element x y z (Å)
C -1.369 1.408 0.075
C -0.693 0.161 -0.107
N -1.254 -0.951 -0.311
O -2.619 -0.589 -0.022
O 0.659 0.267 -0.130
C 1.289 -0.922 0.008
N 2.598 -0.988 0.192
S 3.728 0.296 -0.154
H -2.323 1.416 -0.575
H -0.760 2.348 -0.175
H -1.661 1.283 1.109
H -3.035 -1.411 -0.152
H 0.655 -1.800 0.184
H 4.785 -0.516 0.057

=====

[2]
C5H8N2O3S in the gas phase at a distorted geometry, computed with ωB97M-V with the def2-TZVPD basis set.

Output
2S+1: 1
HOMO-LUMO gap: 0.33795 Ha
LUMO level: 0.56 eV
Structure (SMILES): COc1nsnc1OCCO

Element x y z (Å)
C 3.368 -1.372 0.320
O 2.090 -1.281 -0.294
C 1.645 -0.013 -0.121
N 2.430 1.036 0.106
S 1.470 2.413 0.132
N 0.047 1.667 -0.211
C 0.278 0.311 -0.412
O -0.793 -0.442 -0.678
C -2.095 0.000 -1.084
C -2.815 0.619 0.112
O -2.893 -0.564 1.151
H 3.966 -1.118 -0.567
H 3.428 -0.707 1.182
H 3.520 -2.496 0.805
H -2.626 -1.080 -1.061
H -2.126 0.709 -2.015
H -3.779 0.972 -0.215
H -2.465 1.379 0.645
H -2.650 -0.033 2.205

=====

[3]
A molecular structure, C4H6OS at a distorted geometry, computed with ωB97M-V with the def2-TZVPD basis set.

Output
2S+1: 1
HOMO-LUMO gap: 0.34570 Ha
LUMO level: 0.55 eV

Element x y z (Å)
C 1.067 -0.681 -0.576
C -0.264 -0.420 0.093
C -0.291 0.580 1.209
C -1.113 0.662 -0.592
H 0.877 -1.050 -1.629
H 1.559 -1.520 -0.069
H 1.776 0.180 -0.581
H -0.841 -1.293 0.172
H 0.681 1.067 1.515
H -0.744 0.185 2.098
O -1.126 1.451 0.494
S -1.581 0.841 -2.132

=====

[4]
4 unconnected molecules or ions with the total composition C4H15NO3 at a distorted geometry, computed with ωB97M-V with the def2-TZVPD basis set.

Output
2S+1: 1
HOMO-LUMO gap: 0.33932 Ha
LUMO level: 0.73 eV
Structure (SMILES): C/C=C/CN.O.O.O

Element x y z (Å)
C -2.450 -0.334 -0.760
C -1.396 -0.539 0.295
C -0.156 -0.214 -0.158
C 1.073 -0.280 0.699
N 2.260 -0.799 -0.139
H -3.396 -0.705 -0.342
H -2.463 0.752 -0.847
H -2.229 -0.769 -1.744
H -1.707 -0.904 1.248
H 0.065 0.094 -1.194
H 1.247 0.728 1.049
H 0.974 -1.130 1.423
H 1.886 -0.928 -1.066
H 3.024 -0.156 -0.025
O 1.742 2.403 -0.530
H 2.406 2.874 -1.036
H 2.043 1.503 -0.320
O -0.034 -3.404 -0.209
H -0.684 -3.669 0.469
H 0.617 -2.912 0.304
O -0.736 2.550 0.781
H -1.134 3.328 0.386
H -0.953 2.509 1.716

=====

[5]
A molecular structure, C14H32LiNO14P at a distorted geometry, computed with ωB97M-V with the def2-TZVPD basis set.

Output
Total charge: -1
2S+1: 1
HOMO-LUMO gap: 0.14166 Ha
LUMO level: 1.90 eV

Element x y z (Å)
C 4.644 2.057 -0.692
N 3.583 3.053 -0.409
C 4.052 3.869 0.816
C 3.471 3.836 -1.711
C 2.436 2.103 -0.170
C 1.164 2.995 -0.115
O 0.019 2.136 0.109
H 5.720 2.592 -0.812
H 4.452 1.296 -1.531
H 4.890 1.526 0.289
H 3.495 4.521 1.366
H 4.876 4.705 0.426
H 4.437 3.235 1.603
H 2.950 3.239 -2.563
H 4.366 4.293 -2.133
H 2.843 4.739 -1.507
H 2.365 1.619 0.842
H 2.384 1.313 -0.905
H 0.790 3.189 -1.031
H 1.078 3.615 0.684
H 0.240 1.175 -0.016
Li 0.040 -1.514 -0.826
P 2.293 -1.225 0.414
O 1.602 -2.329 -0.285
O 0.982 -0.397 0.270
O 3.457 -0.746 -0.376
O 2.667 -1.663 1.746
C -2.004 0.343 1.619
O -3.143 -0.277 2.248
C -3.247 -0.019 3.489
O -2.754 0.940 4.069
O -4.241 -0.811 4.178
C -4.397 -0.642 5.522
H -1.296 -0.556 1.523
H -1.413 1.062 1.945
H -2.322 0.427 0.470
H -4.530 0.391 5.906
H -3.649 -1.374 5.944
H -5.324 -1.327 5.838
C -4.133 -2.910 -0.170
O -3.433 -3.239 0.951
C -2.094 -3.264 0.809
O -1.451 -2.642 -0.112
O -1.392 -3.658 1.919
C 0.006 -3.274 2.208
H -4.018 -3.593 -0.675
H -3.791 -1.805 -0.568
H -5.118 -2.884 0.073
H 0.408 -3.836 2.936
H 0.155 -2.196 2.372
H 0.935 -3.556 1.463
C -2.438 -3.234 -4.404
O -1.615 -2.127 -4.848
C -1.040 -1.269 -3.931
O -1.062 -1.401 -2.658
O -0.284 -0.272 -4.511
C 0.224 0.855 -3.800
H -3.543 -2.881 -4.000
H -1.862 -3.604 -3.519
H -2.537 -3.986 -5.108
H 0.336 1.688 -4.481
H 1.246 0.610 -3.292
H -0.476 1.090 -2.888

=====

[6]
2 unconnected molecules or ions with the total composition C3H7NO2 at a distorted geometry, computed with ωB97M-V with the def2-TZVPD basis set.

Output
2S+1: 1
HOMO-LUMO gap (spin up / spin down): 0.33860 / 0.33855 Ha
LUMO level (spin up / spin down): -0.14 / -0.14 eV

Element x y z (Å)
C -0.649 -0.748 -1.154
C -1.416 -1.469 -0.122
C 1.243 1.454 1.167
N 0.164 0.167 -0.867
O 0.915 0.958 -1.316
O 0.295 0.544 1.034
H -0.655 -1.160 -2.239
H -0.850 -2.365 0.119
H -1.553 -0.662 0.757
H -2.390 -1.805 -0.412
H 1.032 2.459 1.199
H 1.726 1.450 0.054
H 2.137 1.177 1.780

=====

[7]
A molecular structure, C22H33BNO2 at a distorted geometry, computed with ωB97M-V with the def2-TZVPD basis set.

Output
Total charge: +1
2S+1: 1
HOMO-LUMO gap: 0.25300 Ha
LUMO level: -2.76 eV

Element x y z (Å)
C -6.636 1.813 -3.645
O -6.353 1.257 -2.334
C -5.094 1.545 -1.885
C -4.756 1.122 -0.579
C -3.434 1.188 -0.174
C -2.423 1.700 -1.025
C -1.028 1.294 -0.658
C 0.199 1.534 -1.499
C 1.390 1.964 -0.919
C 2.548 1.967 -1.685
C 2.523 1.457 -3.010
O 3.758 1.330 -3.568
C 4.773 1.702 -2.538
C 3.984 2.233 -1.341
C 1.309 1.092 -3.613
C 0.173 1.129 -2.850
C -2.786 2.297 -2.234
C -4.113 2.194 -2.683
H -7.663 1.526 -3.837
H -6.523 2.908 -3.618
H -5.962 1.392 -4.408
H -5.504 0.613 0.016
H -3.130 0.722 0.766
H -0.907 1.391 0.431
H 1.432 2.263 0.134
H 5.346 0.794 -2.288
H 5.444 2.432 -3.000
H 4.176 3.306 -1.232
H 4.301 1.748 -0.417
H 1.319 0.708 -4.626
H -0.789 0.827 -3.288
H -2.050 2.749 -2.896
H -4.365 2.483 -3.702
C 0.615 -3.463 4.664
C 1.638 -3.474 3.543
N 1.353 -2.201 2.782
C 1.711 -0.935 3.559
C 1.406 0.380 2.846
C 2.011 -2.125 1.446
C 1.835 -3.267 0.474
B -0.232 -2.708 3.019
H -1.097 0.232 -0.843
H 0.505 -4.457 5.109
H 0.845 -2.698 5.423
H -0.451 -3.308 4.275
H 2.694 -3.529 3.874
H 1.479 -4.324 2.863
H 1.163 -1.000 4.500
H 2.775 -0.984 3.798
H 1.501 1.191 3.577
H 2.089 0.611 2.017
H 0.374 0.407 2.468
H 1.674 -1.191 0.979
H 3.075 -1.968 1.616
H 2.352 -2.954 -0.442
H 2.288 -4.198 0.832
H 0.786 -3.424 0.223
H -0.647 -3.537 2.288
H -0.901 -1.758 3.312

=====

Computed energy relative to the best compared isomer or geometry (same formula, charge and spin) (kcal/mol) in order:
107.1, 100.9, 34.1, 53.8, 91.8, 152.3, 99.9
Computed E_tot (Eh) in order:
-775.96943, -928.59269, -629.39283, -441.79607, -2009.41878, -323.53833, -1087.85263